A structure of composition C41H29ClIN8O2S4Tl, computed with the ωB97M-V functional and the def2-TZVPD basis.

Summary:
- Charge: -2
- E_tot: -127660.444 eV
- 2S+1: 1
- LUMO: 3.738 eV
- HOMO: -0.071 hartree

Geometry (Å):
Tl 0.31747 -1.16382 -1.65734
Cl -3.85850 -6.09809 3.01902
C -3.19783 -5.27487 1.60850
C -4.02330 -4.92259 0.55174
C -3.47471 -4.26137 -0.52977
I -4.71927 -3.75352 -2.13932
C -2.09156 -3.88809 -0.67739
O -1.64083 -3.26844 -1.67239
C -1.31400 -4.31480 0.44632
N 0.12369 -4.26850 0.50329
C 0.97627 -3.55372 1.49638
C 0.48983 -4.93429 1.75074
C -0.78899 -5.10806 2.58744
C -1.84997 -4.97775 1.53333
H -5.07666 -5.16612 0.57623
H 1.97194 -3.45301 1.08054
H 1.15842 -5.78825 1.67726
H -0.80209 -6.06847 3.10849
N -6.07426 7.33211 -4.99688
C -5.38216 6.49147 -4.62526
C -4.51628 5.44148 -4.15817
C -5.00752 4.14673 -4.00339
C -4.16968 3.14518 -3.54605
C -2.83479 3.41177 -3.24729
C -2.35335 4.70932 -3.41539
C -3.18363 5.72194 -3.85934
C -1.93787 2.32491 -2.75739
C -2.32068 1.72488 -1.56064
C -3.32876 2.23023 -0.66467
C -3.36678 1.37414 0.40120
C -2.39785 0.36330 0.11548
N -1.77714 0.56340 -1.02293
C -0.81826 2.05633 -3.56374
C -0.58634 2.56983 -4.87941
C 0.62732 2.06118 -5.28316
C 1.08802 1.26997 -4.19403
N 0.24149 1.26011 -3.18233
H -6.04126 3.93385 -4.24238
H -4.54032 2.13714 -3.41841
H -1.31540 4.91214 -3.18908
H -2.80960 6.73023 -3.97981
H -3.90693 3.13154 -0.79831
H -3.98387 1.43750 1.28417
H -2.17037 -0.50335 0.72426
H -1.25395 3.19524 -5.45205
H 1.12695 2.21197 -6.22820
H 2.01695 0.71453 -4.13577
C 4.17388 3.29581 -0.58186
C 4.69331 2.01713 -1.12432
N 5.86556 1.84243 -1.66268
N 5.86286 0.51767 -1.99241
C 4.69997 -0.12502 -1.72154
S 4.29887 -1.70231 -2.05697
N 3.96594 0.86036 -1.12315
N 2.64084 0.73755 -0.71934
H 4.94743 4.05382 -0.67425
H 3.89767 3.18602 0.46860
H 3.28958 3.61981 -1.13414
H 6.62700 0.10317 -2.49294
H 2.48456 0.00882 0.01233
H 2.31365 1.64402 -0.41873
O 1.44711 -0.92138 0.81089
C 1.39547 -1.10493 2.15011
C 0.72465 0.08450 2.83358
C 0.18755 0.28530 4.07050
C -0.24723 1.62583 4.27255
C -0.03130 2.40941 3.17828
S 0.68452 1.52573 1.90061
C 0.69279 -2.46306 2.55164
C 1.16265 -3.05927 3.87625
C 0.26304 -3.84068 4.45767
C -0.99186 -3.97527 3.63893
S -1.11585 -2.35431 2.80918
C 2.85216 -1.10932 2.67008
C 3.41626 -0.48648 3.74536
C 4.82513 -0.67861 3.83287
C 5.30507 -1.44282 2.81400
S 4.05686 -1.91055 1.73716
H 0.09354 -0.50209 4.80427
H -0.72286 1.97466 5.17923
H -0.30337 3.44309 3.04091
H 2.17703 -2.92296 4.22634
H 0.43567 -4.42955 5.35028
H -1.90252 -4.15635 4.20839
H 2.84118 0.10131 4.44638
H 5.44482 -0.25282 4.61056
H 6.32482 -1.73395 2.62122